# 1
Density functional theory data (ωB97M-V/def2-TZVPD) for a structure of composition C35H36MoN7O2S3 at a distorted geometry.

Last column: Mulliken charge in e.
Cartesian coordinates (Å):
1 Mo -0.404 0.363 -0.207  0.337
2 C 1.208 -0.790 4.254  -1.746
3 N 1.780 -0.421 2.962  1.635
4 C 2.830 -1.410 2.665  -1.223
5 C 3.406 -1.473 1.264  -1.451
6 N 2.495 -2.007 0.244  1.575
7 C 2.277 -3.444 0.381  -1.301
8 C 2.948 -1.713 -1.090  -0.668
9 C 4.290 -1.874 -1.426  -0.383
10 C 4.758 -1.633 -2.707  -0.962
11 C 3.873 -1.238 -3.697  -0.746
12 C 2.534 -1.086 -3.388  -0.934
13 C 2.063 -1.307 -2.095  1.033
14 S 0.317 -1.041 -1.870  -0.217
15 C 2.167 0.965 2.915  -0.378
16 C 2.589 1.617 4.076  -0.258
17 C 2.892 2.968 4.085  -0.998
18 C 2.790 3.706 2.916  -0.811
19 C 2.402 3.074 1.750  -0.737
20 C 2.074 1.718 1.736  0.872
21 S 1.720 1.014 0.142  -0.343
22 H 1.961 -0.926 5.043  0.532
23 H 0.506 -0.030 4.589  0.480
24 H 0.682 -1.739 4.146  0.318
25 H 3.671 -1.276 3.364  0.309
26 H 2.396 -2.381 2.911  0.614
27 H 3.735 -0.484 0.943  0.689
28 H 4.317 -2.086 1.343  0.390
29 H 1.566 -3.779 -0.377  0.348
30 H 3.202 -4.027 0.256  0.358
31 H 1.859 -3.678 1.360  0.344
32 H 4.986 -2.200 -0.664  0.354
33 H 5.809 -1.761 -2.931  0.426
34 H 4.221 -1.046 -4.703  0.393
35 H 1.836 -0.771 -4.153  0.473
36 H 2.682 1.058 4.996  0.444
37 H 3.211 3.441 5.004  0.429
38 H 3.021 4.763 2.909  0.431
39 H 2.343 3.637 0.826  0.506
40 O -1.378 5.664 1.008  -0.630
41 C -1.220 5.601 -0.322  0.346
42 C -1.182 6.814 -1.013  -0.692
43 C -1.019 6.829 -2.380  -0.320
44 C -0.888 5.641 -3.106  -0.855
45 C -0.920 4.444 -2.435  -0.447
46 C -1.087 4.398 -1.041  0.175
47 C -1.094 3.109 -0.375  1.327
48 O -0.923 2.027 -1.100  -0.821
49 N -1.277 3.011 0.924  -1.887
50 N -1.187 1.693 1.262  1.479
51 C -1.584 1.260 2.403  -1.028
52 C -1.483 -0.180 2.528  0.862
53 C -2.039 -0.917 3.565  -0.901
54 C -1.952 -2.293 3.525  -0.691
55 C -1.284 -2.903 2.469  -0.998
56 C -0.751 -2.121 1.469  -0.709
57 N -0.864 -0.782 1.485  1.238
58 H -1.406 4.758 1.373  0.589
59 H -1.285 7.728 -0.445  0.457
60 H -0.994 7.780 -2.896  0.387
61 H -0.760 5.667 -4.179  0.426
62 H -0.816 3.509 -2.968  0.439
63 H -2.003 1.910 3.161  0.456
64 H -2.546 -0.403 4.369  0.555
65 H -2.394 -2.889 4.313  0.425
66 H -1.179 -3.977 2.415  0.514
67 H -0.227 -2.537 0.619  0.642
68 C -1.965 -3.343 -4.520  -1.352
69 C -3.015 -2.842 -3.588  1.228
70 C -4.328 -3.214 -3.587  -0.919
71 C -5.175 -2.639 -2.621  0.931
72 N -4.748 -1.763 -1.724  -0.536
73 C -3.464 -1.398 -1.736  0.507
74 S -2.922 -0.240 -0.610  -0.327
75 N -2.623 -1.939 -2.658  0.493
76 C -6.626 -2.993 -2.562  -1.251
77 H -2.408 -3.955 -5.301  0.382
78 H -1.234 -3.942 -3.974  0.295
79 H -1.434 -2.509 -4.979  0.338
80 H -4.699 -3.924 -4.310  0.369
81 H -1.644 -1.651 -2.647  -0.624
82 H -6.905 -3.721 -3.319  0.353
83 H -7.218 -2.087 -2.693  0.325
84 H -6.860 -3.388 -1.573  0.320

Calculated values
Net charge   +1
Orbital gap (spin up / spin down)   6.716 / 6.711 eV
Maximum force   1.1 eV/A
E_tot   -85763.4915 eV

---

# 2
Density functional theory data (ωB97M-V/def2-TZVPD) for a structure of composition C35H37BCl3N8O4S5Zr.

Last column: Mulliken charge in e.
Cartesian coordinates (Å):
1 Zr -0.466 0.509 -0.219  -1.287
2 O -0.344 -0.618 4.068  -0.774
3 C -1.646 -0.442 4.359  0.679
4 C -1.998 -0.607 5.703  -0.758
5 C -3.304 -0.451 6.109  -0.432
6 C -4.302 -0.123 5.188  -1.050
7 C -3.961 0.048 3.866  -0.615
8 C -2.638 -0.105 3.425  0.263
9 C -2.342 0.078 1.997  0.726
10 O -1.154 -0.313 1.554  0.937
11 N -3.220 0.607 1.211  -0.856
12 N -2.750 0.682 -0.114  0.491
13 C -3.691 1.013 -0.935  -0.018
14 S -3.446 0.990 -2.652  0.137
15 C -4.907 2.000 -3.001  -0.759
16 C -5.995 1.559 -2.042  -0.574
17 S -5.283 1.443 -0.377  -0.025
18 H -0.218 -0.547 3.109  0.093
19 H -1.211 -0.861 6.401  0.521
20 H -3.555 -0.584 7.154  0.442
21 H -5.327 0.000 5.508  0.461
22 H -4.716 0.304 3.135  0.535
23 H -5.186 1.827 -4.039  0.482
24 H -4.660 3.053 -2.867  0.267
25 H -6.395 0.586 -2.327  0.303
26 H -6.811 2.280 -2.005  0.440
27 C -0.934 5.306 1.825  -0.854
28 N 0.293 4.924 1.142  0.389
29 C 1.169 5.798 0.533  -0.589
30 C 2.194 5.050 0.065  -0.447
31 N 1.954 3.733 0.387  0.803
32 B 3.003 2.578 0.198  -0.527
33 N 2.676 1.701 -1.094  0.806
34 C 3.100 2.064 -2.359  -0.617
35 C 3.131 0.958 -3.137  -0.564
36 N 2.728 -0.094 -2.345  0.469
37 C 2.600 -1.489 -2.747  -0.827
38 C 2.448 0.376 -1.118  -0.461
39 S 1.816 -0.613 0.161  -0.464
40 C 0.791 3.678 1.043  -0.615
41 S 0.015 2.267 1.681  -0.337
42 H -1.361 6.166 1.316  0.347
43 H -0.726 5.557 2.863  0.325
44 H -1.631 4.473 1.789  0.277
45 H 0.986 6.858 0.503  0.507
46 H 3.094 5.341 -0.448  0.513
47 H 2.993 1.864 1.153  -0.026
48 H 4.055 3.115 -0.024  -0.148
49 H 3.378 3.078 -2.585  0.590
50 H 3.411 0.819 -4.167  0.506
51 H 2.840 -1.559 -3.804  0.338
52 H 1.579 -1.823 -2.578  0.209
53 H 3.286 -2.101 -2.167  0.322
54 Cl -0.106 4.427 -6.561  -0.206
55 C -0.193 3.252 -5.292  0.231
56 C -0.448 3.673 -3.996  -0.866
57 C -0.500 2.702 -3.020  0.914
58 Cl -0.852 3.097 -1.359  0.038
59 C -0.299 1.345 -3.252  -0.636
60 O -0.347 0.486 -2.243  1.046
61 C -0.084 0.967 -4.577  0.255
62 Cl 0.097 -0.708 -4.955  -0.181
63 C -0.021 1.910 -5.591  -0.689
64 H -0.600 4.718 -3.768  0.523
65 H 0.157 1.594 -6.609  0.512
66 C -5.967 -2.779 1.732  -0.926
67 C -5.498 -3.017 0.302  -0.821
68 C -4.217 -2.267 -0.032  -0.103
69 N -3.097 -2.836 0.717  0.693
70 C -1.840 -2.867 0.338  0.590
71 S -1.263 -2.110 -1.091  -0.501
72 N -0.892 -3.449 1.134  0.172
73 C -0.907 -3.992 2.441  -0.126
74 O 0.124 -3.988 3.057  -0.566
75 C -2.153 -4.627 2.965  -0.013
76 C -2.658 -4.198 4.187  -0.094
77 C -3.772 -4.828 4.723  -0.777
78 C -4.354 -5.898 4.057  -0.467
79 C -3.837 -6.337 2.846  -0.720
80 C -2.741 -5.696 2.290  0.261
81 H -6.880 -3.333 1.946  0.433
82 H -6.167 -1.719 1.902  0.216
83 H -5.229 -3.096 2.475  0.133
84 H -6.265 -2.684 -0.401  0.406
85 H -5.352 -4.085 0.114  0.347
86 H -4.325 -1.218 0.252  -0.224
87 H -3.971 -2.312 -1.090  0.608
88 H -3.331 -3.269 1.601  -0.578
89 H 0.051 -3.246 0.828  0.229
90 H -2.177 -3.383 4.710  0.562
91 H -4.176 -4.491 5.668  0.445
92 H -5.214 -6.396 4.487  0.425
93 H -4.282 -7.183 2.338  0.442
94 H -2.328 -6.034 1.347  0.455

Calculated values
Net charge   +1
Orbital gap   7.602 eV
Maximum force   0.6 eV/A
Energy relative to the best compared isomer or geometry (same formula, charge and spin)   0.437 eV
E_tot   -150710.6158 eV

---

# 3
Density functional theory data (ωB97M-V/def2-TZVPD) for a structure of composition C35H37BF4FeP2 at a distorted geometry.

Last column: Mulliken charge in e.
Cartesian coordinates (Å):
1 Fe -1.106 -3.952 0.879  0.444
2 C -0.175 -5.767 2.464  0.588
3 C 0.399 -4.505 2.408  -1.272
4 C 1.715 -4.153 1.720  -0.841
5 C 1.564 -3.646 0.242  -0.600
6 C 0.515 -4.367 -0.568  -0.377
7 C 0.103 -5.672 -0.301  -0.565
8 C 0.949 -6.692 0.396  -0.939
9 C 0.437 -6.972 1.833  -0.408
10 C -3.065 -4.398 0.725  -0.966
11 H -1.020 -5.954 3.124  0.716
12 H -0.063 -3.741 3.060  0.619
13 H 2.419 -5.005 1.748  0.351
14 H 2.194 -3.330 2.280  0.375
15 H 1.342 -2.565 0.213  0.246
16 H 2.547 -3.700 -0.257  0.398
17 H 0.247 -3.922 -1.546  0.659
18 H -0.832 -6.060 -0.733  0.536
19 H 1.996 -6.364 0.455  0.291
20 H 0.920 -7.645 -0.160  0.520
21 H -0.324 -7.776 1.783  0.112
22 H 1.262 -7.375 2.462  0.333
23 H -3.408 -5.248 1.345  0.265
24 H -3.250 -4.615 -0.342  0.290
25 H -3.532 -3.449 1.044  0.364
26 P -0.011 3.691 0.912  0.147
27 P -0.712 3.299 -2.100  -0.001
28 C 1.350 3.594 -0.296  -0.610
29 C 1.019 3.591 -1.619  -0.755
30 C 0.474 5.150 1.936  0.206
31 C 1.780 5.654 2.005  0.116
32 C 2.086 6.700 2.889  -0.578
33 C 1.075 7.301 3.650  -0.472
34 C -0.253 6.862 3.509  -0.517
35 C -0.553 5.800 2.655  -0.398
36 C 0.408 2.215 1.922  0.527
37 C 0.158 0.961 1.333  -0.852
38 C 0.487 -0.202 2.022  0.038
39 C 1.061 -0.119 3.298  -0.600
40 C 1.299 1.128 3.886  -0.739
41 C 0.962 2.300 3.205  -0.503
42 C -0.781 4.579 -3.465  0.350
43 C -0.759 5.928 -3.062  -0.394
44 C -0.638 6.938 -4.016  -0.497
45 C -0.574 6.626 -5.378  -0.513
46 C -0.664 5.292 -5.781  -0.494
47 C -0.790 4.266 -4.833  -0.392
48 C -0.574 1.750 -3.065  0.422
49 C -1.783 1.114 -3.409  -0.504
50 C -1.757 0.006 -4.253  -0.611
51 C -0.533 -0.488 -4.726  -0.498
52 C 0.667 0.106 -4.321  -0.692
53 C 0.652 1.206 -3.461  -0.028
54 H 2.376 3.509 0.094  0.633
55 H 1.726 3.819 -2.426  0.785
56 H 2.555 5.230 1.369  0.248
57 H 3.117 7.045 2.974  0.384
58 H 1.315 8.117 4.337  0.364
59 H -1.052 7.356 4.067  0.369
60 H -1.585 5.464 2.531  0.374
61 H -0.287 0.917 0.334  0.391
62 H 0.283 -1.171 1.566  0.411
63 H 1.329 -1.038 3.822  0.329
64 H 1.746 1.184 4.877  0.382
65 H 1.137 3.272 3.671  0.304
66 H -0.811 6.170 -1.995  0.394
67 H -0.578 7.973 -3.688  0.370
68 H -0.439 7.416 -6.115  0.360
69 H -0.614 5.034 -6.836  0.375
70 H -0.869 3.225 -5.158  0.271
71 H -2.728 1.500 -3.024  0.386
72 H -2.690 -0.465 -4.555  0.431
73 H -0.515 -1.334 -5.413  0.419
74 H 1.622 -0.273 -4.680  0.413
75 H 1.585 1.650 -3.111  0.385
76 F -2.535 -7.204 2.572  -0.296
77 B -2.329 -8.618 2.743  0.392
78 F -1.557 -9.088 1.610  -0.441
79 F -1.558 -8.804 3.920  -0.371
80 F -3.575 -9.262 2.804  -0.359

Calculated values
2S+1   5
Orbital gap (spin up / spin down)   6.622 / 6.446 eV
Maximum force   2.4 eV/A
E_tot   -101407.4980 eV
Expectation value of S²   6.02

---

# 4
Density functional theory data (ωB97M-V/def2-TZVPD) for a structure of composition C35H37ClO4P2Pb at a distorted geometry.

Last column: Mulliken charge in e.
Cartesian coordinates (Å):
1 Pb -4.066 -1.927 -1.172  0.983
2 C -4.935 -3.391 3.857  -0.426
3 C -4.100 -2.383 3.612  -0.179
4 C -2.648 -2.267 3.998  -0.963
5 C -1.685 -2.743 2.868  0.037
6 C -1.949 -4.115 2.339  -0.332
7 C -2.748 -5.049 2.862  -0.316
8 C -3.237 -5.208 4.279  -0.886
9 C -4.627 -4.660 4.580  -0.849
10 C -3.903 -4.142 -1.488  -1.208
11 H -6.007 -3.235 3.673  0.528
12 H -4.548 -1.448 3.218  0.396
13 H -2.375 -2.805 4.914  0.361
14 H -2.475 -1.179 4.155  0.467
15 H -1.861 -2.008 2.060  -0.316
16 H -0.620 -2.684 3.189  0.384
17 H -1.340 -4.407 1.449  0.441
18 H -3.038 -5.866 2.198  0.318
19 H -2.529 -4.796 5.012  0.283
20 H -3.254 -6.292 4.498  0.374
21 H -5.392 -5.398 4.335  0.331
22 H -4.771 -4.530 5.664  0.366
23 H -4.955 -4.419 -1.756  0.364
24 H -3.648 -4.573 -0.487  0.213
25 H -3.221 -4.457 -2.306  0.398
26 P 0.961 3.486 -1.363  0.056
27 P 2.877 1.245 -2.643  -0.029
28 C 2.498 2.983 -0.536  -0.599
29 C 3.321 2.053 -1.074  -0.727
30 C 1.131 5.325 -1.163  0.307
31 C 1.938 5.915 -0.177  0.116
32 C 1.967 7.304 -0.032  -0.581
33 C 1.272 8.130 -0.917  -0.522
34 C 0.561 7.544 -1.974  -0.439
35 C 0.495 6.156 -2.111  -0.459
36 C -0.262 3.009 -0.079  0.587
37 C -0.498 1.625 0.059  -0.894
38 C -1.435 1.159 0.981  -0.060
39 C -2.122 2.075 1.792  -0.554
40 C -1.878 3.449 1.662  -0.566
41 C -0.991 3.923 0.690  -0.452
42 C 4.588 1.440 -3.374  0.447
43 C 4.990 2.748 -3.704  -0.414
44 C 6.264 2.963 -4.229  -0.538
45 C 7.156 1.898 -4.408  -0.523
46 C 6.751 0.611 -4.051  -0.516
47 C 5.464 0.367 -3.566  -0.330
48 C 2.988 -0.490 -2.104  0.461
49 C 2.446 -1.439 -2.994  -0.481
50 C 2.529 -2.792 -2.682  -0.572
51 C 3.115 -3.206 -1.478  -0.516
52 C 3.643 -2.261 -0.596  -0.684
53 C 3.543 -0.898 -0.885  0.087
54 H 2.694 3.363 0.474  0.540
55 H 4.229 1.761 -0.530  0.788
56 H 2.561 5.328 0.494  0.171
57 H 2.541 7.737 0.786  0.389
58 H 1.287 9.219 -0.785  0.359
59 H 0.056 8.190 -2.692  0.371
60 H -0.038 5.715 -2.958  0.363
61 H 0.053 0.928 -0.576  0.360
62 H -1.635 0.084 1.068  0.404
63 H -2.866 1.717 2.508  0.377
64 H -2.389 4.164 2.311  0.364
65 H -0.859 4.998 0.545  0.318
66 H 4.312 3.588 -3.537  0.394
67 H 6.571 3.964 -4.523  0.362
68 H 8.145 2.064 -4.851  0.351
69 H 7.438 -0.223 -4.161  0.370
70 H 5.164 -0.652 -3.314  0.274
71 H 1.947 -1.096 -3.905  0.366
72 H 2.102 -3.525 -3.367  0.416
73 H 3.129 -4.263 -1.214  0.391
74 H 4.111 -2.570 0.340  0.402
75 H 3.894 -0.179 -0.147  0.276
76 O -5.315 -5.042 1.175  -0.510
77 Cl -6.383 -4.167 0.705  1.610
78 O -7.230 -4.860 -0.232  -0.620
79 O -7.148 -3.635 1.811  -0.638
80 O -5.748 -2.948 -0.028  -0.619

Calculated values
Orbital gap   6.337 eV
Maximum force   1.9 eV/A
E_tot   -81421.2100 eV